Formula: C5H13O2P
Source: OMol25
Level of theory: ωB97M-V with the def2-TZVPD basis set

ORCA input file:
```
! RIJCOSX wB97M-V def2-TZVPD def2/J DEFGRID3
* xyz 0 1
H 2.112 -0.108 -0.195
C -1.630 0.526 -0.859
H 0.685 -1.997 -0.754
C 1.705 -0.496 0.820
H -2.376 0.471 -0.043
H 1.471 1.472 -1.256
H 0.065 1.688 -2.074
P -0.923 -0.669 2.056
H -0.985 1.874 1.031
H -1.710 -0.407 -1.186
C -0.220 0.703 -0.328
H 0.024 -1.639 2.770
H -1.760 1.247 -1.532
C 0.199 -0.564 0.499
O -0.122 1.780 0.598
H 1.925 -1.518 1.069
O -0.091 -1.742 -0.231
H 0.790 -0.070 -2.017
C 0.672 0.992 -1.587
H 1.843 0.306 1.671
H -1.673 -1.850 1.551
*
```

Values from the calculation:
- LUMO level (eV) = 0.740
- SMILES = CC(C)(O)[C@](C)(O)P
- gap between HOMO and LUMO (eV) = 9.909
- strongest force on any atom (eV/Å) = 5.82

***

Formula: C5H13O3S2
Source: OMol25
Level of theory: ωB97M-V with the def2-TZVPD basis set

ORCA input file:
```
! RIJCOSX wB97M-V def2-TZVPD def2/J DEFGRID3
* xyz 1 1
H 0.292 -3.010 -2.282
H 0.272 0.027 1.461
H 1.963 -3.431 -1.643
O 1.156 -0.364 -1.267
H -0.357 2.909 2.444
H -1.795 3.652 1.533
H -1.963 2.030 2.372
O -1.740 1.809 -0.737
C 0.854 -3.430 -1.330
H 1.359 1.510 -0.524
S -0.755 1.757 0.231
H 1.465 -2.320 0.320
H -0.211 -2.872 0.599
H 0.499 -4.344 -1.270
O -1.237 -0.967 -1.610
H 1.509 2.834 0.453
H 0.652 3.081 -1.092
C -0.564 0.075 0.872
C 0.853 2.351 -0.325
H -1.594 -0.392 0.999
C -1.214 2.621 1.752
S -0.031 -0.978 -0.814
C 0.589 -2.550 -0.142
*
```

Values from the calculation:
- LUMO level (eV) = -3.172
- gap between HOMO and LUMO (eV) = 11.237
- strongest force on any atom (eV/Å) = 6.37

***

For the records above, the corresponding ΔE to the lowest compared entry with this formula, charge and spin values read 78.36, 0.00 kcal per mole.